Molecular formula: C47H43FN7O2Sn
Method: DFT, ωB97M-V/def2-TZVPD

Structure (XYZ):
```
101
Properties=species:S:1:pos:R:3:lowdin_charge:R:1
Sn -0.28 -1.45 -1.43 1.33
C 1.20 1.08 -3.62 -0.03
C 2.12 -0.12 -3.72 -0.28
C 3.39 -0.09 -4.40 0.04
C 4.12 -1.25 -4.42 -0.03
C 3.68 -2.37 -3.79 0.02
C 2.37 -2.36 -3.20 -0.22
N 1.64 -1.24 -3.16 0.01
C 1.64 -3.59 -2.84 -0.16
C 2.13 -4.88 -3.18 0.03
C 1.41 -5.98 -2.81 0.01
C 0.06 -5.79 -2.45 0.04
C -0.42 -4.48 -2.33 -0.18
N 0.44 -3.42 -2.22 0.01
C -1.85 -4.12 -2.34 -0.22
C -2.77 -5.15 -2.64 0.03
C -4.09 -4.77 -2.81 0.01
C -4.47 -3.42 -2.70 0.02
C -3.49 -2.45 -2.53 -0.32
C -3.81 -1.00 -2.54 -0.04
N -2.20 -2.84 -2.27 0.01
H 1.73 1.98 -3.93 0.09
H 0.77 1.18 -2.62 0.03
H 0.35 0.89 -4.32 0.11
H 3.72 0.86 -4.76 0.12
H 5.12 -1.22 -4.82 0.13
H 4.19 -3.32 -3.84 0.11
H 3.14 -5.00 -3.58 0.12
H 1.85 -7.03 -2.82 0.16
H -0.55 -6.60 -2.23 0.10
H -2.48 -6.17 -2.83 0.12
H -4.80 -5.56 -2.96 0.13
H -5.50 -3.09 -2.84 0.13
H -4.79 -0.79 -3.05 0.11
H -3.03 -0.39 -3.10 0.09
H -3.82 -0.66 -1.47 0.09
O 2.30 -2.37 5.98 0.09
N 2.59 -1.71 4.95 -0.31
O 3.42 -0.80 4.96 0.08
C 1.77 -1.95 3.83 -0.09
C 0.53 -2.47 4.11 0.09
C -0.44 -2.49 3.11 -0.13
C -1.77 -2.79 3.45 0.08
C -2.69 -2.98 2.36 0.01
C -2.21 -2.75 1.09 -0.11
N -0.94 -2.40 0.77 0.00
C -0.05 -2.25 1.76 -0.15
C 1.27 -1.76 1.47 -0.16
N 1.58 -1.52 0.18 0.00
C 2.89 -1.12 -0.10 -0.07
C 3.88 -1.13 0.87 -0.01
C 3.56 -1.31 2.22 0.07
C 2.22 -1.56 2.51 -0.05
H 0.35 -2.65 5.19 0.16
H -2.19 -2.86 4.46 0.14
H -3.78 -3.12 2.48 0.14
H -2.90 -2.78 0.24 0.11
H 3.14 -0.92 -1.14 0.10
H 4.86 -0.87 0.44 0.14
H 4.27 -1.30 3.05 0.13
C -3.26 2.07 2.11 -0.08
C -2.28 2.19 3.28 -0.36
C -2.82 3.21 4.34 -0.04
C -0.80 2.41 3.01 -0.09
C 0.06 2.03 4.00 -0.02
C 1.44 2.16 3.86 -0.01
C 1.92 2.83 2.78 -0.03
C 1.19 3.09 1.66 -0.10
C 1.88 3.74 0.47 -0.34
C 3.22 3.03 0.17 -0.06
C 2.26 5.23 0.74 -0.03
C -0.24 2.79 1.69 -0.14
N -0.90 2.52 0.55 0.27
C -1.40 3.57 -0.26 -0.17
C -1.68 4.90 0.22 0.02
C -2.09 5.89 -0.64 -0.02
C -2.19 5.62 -2.04 0.02
C -2.16 4.28 -2.50 0.04
C -1.72 3.28 -1.61 -0.13
F -1.86 1.93 -1.99 0.01
H -4.16 1.54 2.56 0.11
H -2.95 1.36 1.33 0.07
H -3.54 3.04 1.66 0.08
H -2.32 1.19 3.70 0.13
H -2.07 3.99 4.57 0.09
H -3.12 2.81 5.30 0.08
H -3.78 3.74 4.01 0.11
H -0.35 1.71 4.97 0.14
H 2.11 1.68 4.58 0.13
H 3.00 3.13 2.74 0.15
H 1.20 3.62 -0.36 0.11
H 3.96 3.24 0.94 0.08
H 3.61 3.33 -0.80 0.09
H 3.10 1.93 0.17 0.07
H 2.73 5.31 1.72 0.09
H 1.40 5.90 0.71 0.07
H 2.97 5.66 0.02 0.10
H -1.54 5.07 1.27 0.13
H -2.42 6.89 -0.28 0.15
H -2.25 6.43 -2.76 0.14
H -2.54 4.05 -3.54 0.16
```

Output
Spin multiplicity   1
Charge   +3
LUMO energy (spin up / spin down)   -10.12 / -10.76 eV
HOMO-LUMO gap (spin up / spin down)   5.7 / 4.6 eV

=====

Molecular formula: C47H44FMnN4O7P2S3
Method: DFT, ωB97M-V/def2-TZVPD

Structure (XYZ):
```
109
Properties=species:S:1:pos:R:3:lowdin_charge:R:1
Mn 0.32 0.71 -0.52 0.32
S -0.77 2.52 0.65 0.57
P -0.85 0.80 1.72 0.70
C 0.09 -1.20 2.03 -0.30
P 1.91 -1.06 1.94 0.62
S 2.52 -0.15 0.28 0.51
C 2.81 -2.63 1.91 -0.36
C 4.18 -2.51 2.08 -0.11
C 5.00 -3.61 1.86 -0.06
C 4.44 -4.81 1.45 -0.06
C 3.08 -4.92 1.27 -0.06
C 2.25 -3.83 1.49 -0.06
C 2.29 -0.19 3.48 -0.34
C 2.00 1.17 3.54 -0.11
C 2.19 1.87 4.72 -0.06
C 2.70 1.21 5.83 -0.06
C 2.99 -0.14 5.77 -0.06
C 2.77 -0.85 4.60 -0.07
C -0.99 1.37 3.46 -0.37
C -1.03 0.49 4.53 -0.10
C -1.26 0.96 5.81 -0.06
C -1.44 2.32 6.04 -0.06
C -1.38 3.20 4.97 -0.06
C -1.17 2.73 3.69 -0.12
C -2.54 0.18 1.36 -0.34
C -3.06 0.43 0.09 -0.12
C -4.36 0.09 -0.21 -0.07
C -5.16 -0.52 0.76 -0.09
C -4.63 -0.79 2.01 -0.06
C -3.33 -0.43 2.32 -0.06
H 4.60 -1.56 2.36 0.11
H 6.07 -3.51 1.99 0.11
H 5.09 -5.66 1.27 0.11
H 2.65 -5.85 0.93 0.11
H 1.18 -3.91 1.34 0.10
H 1.64 1.68 2.64 0.08
H 1.93 2.91 4.77 0.11
H 2.87 1.75 6.74 0.11
H 3.39 -0.65 6.63 0.11
H 2.98 -1.91 4.55 0.11
H -0.88 -0.57 4.40 0.09
H -1.32 0.27 6.63 0.11
H -1.64 2.68 7.03 0.11
H -1.51 4.26 5.14 0.11
H -1.16 3.43 2.86 0.04
H -2.44 0.91 -0.67 0.07
H -4.76 0.31 -1.18 0.11
H -6.18 -0.76 0.54 0.11
H -5.25 -1.26 2.75 0.11
H -2.94 -0.64 3.31 0.10
C 2.64 3.30 -7.07 -0.04
C 3.08 4.16 -5.89 -0.29
C 4.59 4.37 -5.92 -0.14
C 5.01 5.31 -4.81 -0.13
C 4.52 4.77 -3.50 -0.13
C 5.19 5.09 -2.33 0.07
C 4.76 4.58 -1.11 -0.25
F 5.43 4.92 0.00 0.09
C 3.67 3.75 -1.03 0.08
C 2.99 3.41 -2.21 -0.03
C 1.86 2.51 -2.11 -0.26
O 1.50 2.08 -0.99 -0.26
C 1.22 2.19 -3.34 0.00
C 1.66 2.75 -4.51 0.05
N 2.70 3.58 -4.60 0.04
C 3.40 3.93 -3.45 -0.06
C 0.04 1.25 -3.40 -0.55
O -0.49 0.98 -4.46 0.08
O -0.34 0.76 -2.26 -0.14
H 3.10 3.70 -7.98 0.09
H 1.57 3.30 -7.23 0.08
H 2.99 2.28 -6.94 0.10
H 2.58 5.14 -5.96 0.17
H 4.87 4.78 -6.89 0.13
H 5.08 3.41 -5.81 0.14
H 4.58 6.30 -4.97 0.13
H 6.09 5.43 -4.79 0.13
H 6.06 5.72 -2.36 0.14
H 3.34 3.34 -0.09 0.13
H 1.12 2.49 -5.40 0.13
C -7.43 -3.01 -2.01 -0.12
C -7.14 -4.12 -1.02 -0.27
S -5.46 -4.77 -1.31 0.66
O -5.22 -5.89 -0.46 -0.30
O -5.23 -4.92 -2.72 -0.31
C -4.33 -3.42 -0.75 -0.19
C -2.93 -3.99 -0.84 -0.15
N -1.93 -3.05 -0.37 0.08
C -1.33 -2.10 -1.11 -0.26
N -0.52 -1.34 -0.35 0.10
C -0.57 -1.85 0.92 -0.32
C -1.50 -2.89 0.93 -0.10
N -1.97 -3.59 2.05 -0.31
O -1.59 -3.18 3.14 0.07
O -2.72 -4.53 1.90 0.11
C -1.58 -1.95 -2.56 0.04
H -8.49 -2.77 -2.00 0.08
H -7.15 -3.35 -3.00 0.08
H -6.87 -2.12 -1.76 0.06
H -7.80 -4.97 -1.16 0.11
H -7.17 -3.81 0.02 0.10
H -4.59 -3.16 0.27 0.09
H -4.46 -2.57 -1.42 0.09
H -2.72 -4.26 -1.88 0.13
H -2.88 -4.89 -0.23 0.12
H -0.18 -1.68 2.97 0.07
H -1.68 -2.93 -3.03 0.10
H -0.77 -1.40 -3.04 0.08
H -2.50 -1.39 -2.73 0.11
```

Output
Spin multiplicity   2
Charge   +1
LUMO energy (spin up / spin down)   -3.65 / -3.57 eV
HOMO-LUMO gap (spin up / spin down)   7.1 / 6.9 eV

=====

Molecular formula: C47H44N6O3S5Tl
Method: DFT, ωB97M-V/def2-TZVPD

Structure (XYZ):
```
106
Properties=species:S:1:pos:R:3:lowdin_charge:R:1
Tl -0.87 0.79 0.35 0.87
O 0.34 -0.46 -1.57 -0.29
C 1.55 -0.83 -1.82 -0.41
C 1.92 -1.22 -3.14 -0.05
C 3.18 -1.66 -3.47 -0.11
C 4.18 -1.76 -2.49 -0.13
C 3.85 -1.38 -1.20 -0.08
C 2.59 -0.91 -0.84 -0.15
C 2.46 -0.51 0.56 -0.14
N 1.49 0.10 1.12 -0.05
N 1.72 0.39 2.46 0.06
C 1.03 1.43 2.87 -0.54
O 0.27 2.19 2.20 -0.21
C 1.20 1.75 4.34 -0.14
C 1.63 0.78 5.25 -0.05
C 1.74 1.08 6.60 -0.10
C 1.42 2.36 7.05 -0.11
C 1.01 3.33 6.15 -0.10
C 0.90 3.02 4.80 -0.05
H 1.15 -1.16 -3.91 0.08
H 3.40 -1.95 -4.49 0.09
H 5.17 -2.11 -2.74 0.08
H 4.61 -1.44 -0.43 0.10
H 3.34 -0.70 1.18 0.12
H 1.89 -0.20 4.87 0.09
H 2.06 0.32 7.30 0.09
H 1.50 2.60 8.11 0.09
H 0.77 4.33 6.49 0.10
H 0.55 3.75 4.08 0.11
C -2.83 3.54 1.86 -0.11
C -2.75 2.71 3.09 -0.64
N -2.69 1.42 3.09 0.09
C -2.50 0.91 4.35 -0.33
C -2.44 1.85 5.34 -0.35
S -2.61 3.41 4.67 1.03
C -2.39 -0.53 4.57 -0.34
C -1.59 -1.12 5.51 -0.36
S -1.83 -2.81 5.50 1.03
C -2.97 -2.63 4.20 -0.65
N -3.16 -1.41 3.84 0.11
C -3.63 -3.81 3.57 -0.07
H -1.81 3.73 1.50 0.05
H -3.32 4.50 2.04 0.07
H -3.36 3.00 1.08 0.06
H -2.32 1.69 6.40 0.08
H -0.87 -0.63 6.15 0.07
H -3.43 -4.73 4.12 0.07
H -3.26 -3.93 2.55 0.05
H -4.71 -3.65 3.53 0.08
S -3.79 1.59 -1.98 0.67
C -2.51 1.89 -2.96 -0.75
N -2.24 1.20 -4.09 -0.11
C -1.06 1.50 -4.89 -0.11
C 0.07 1.78 -3.94 -0.11
N -0.30 2.94 -3.14 -0.10
C 0.75 3.92 -2.88 -0.13
C 1.86 3.36 -2.02 -0.20
C 3.02 2.87 -2.60 -0.05
C 4.04 2.34 -1.81 -0.08
C 3.90 2.32 -0.43 -0.08
C 2.74 2.81 0.15 -0.07
C 1.72 3.33 -0.64 -0.03
C -1.54 3.04 -2.63 -0.76
S -2.06 4.32 -1.72 0.66
C -3.19 0.24 -4.64 -0.13
C -2.53 -1.02 -5.14 -0.22
C -2.93 -1.56 -6.36 -0.05
C -2.34 -2.72 -6.84 -0.09
C -1.33 -3.33 -6.11 -0.09
C -0.93 -2.79 -4.90 -0.08
C -1.53 -1.64 -4.40 -0.04
H -1.25 2.35 -5.55 0.14
H -0.83 0.63 -5.50 0.12
H 0.98 2.02 -4.49 0.13
H 0.26 0.92 -3.29 0.10
H 0.29 4.78 -2.42 0.07
H 1.16 4.21 -3.86 0.13
H 3.14 2.89 -3.68 0.10
H 4.93 1.93 -2.28 0.10
H 4.68 1.90 0.19 0.11
H 2.60 2.76 1.23 0.10
H 0.81 3.69 -0.17 0.10
H -3.74 0.72 -5.46 0.13
H -3.91 0.02 -3.85 0.07
H -3.70 -1.07 -6.94 0.11
H -2.65 -3.14 -7.79 0.10
H -0.85 -4.23 -6.49 0.10
H -0.13 -3.26 -4.34 0.10
H -1.20 -1.22 -3.46 0.11
C -0.80 -3.66 -1.53 -0.25
S -1.39 -2.88 -0.03 0.88
O -2.38 -3.82 0.56 -0.53
C 0.10 -3.02 0.97 -0.36
C -0.03 -2.50 2.25 -0.09
C 1.03 -2.58 3.14 -0.09
C 2.22 -3.16 2.75 -0.08
C 2.35 -3.67 1.46 -0.08
C 1.29 -3.60 0.57 -0.08
H -0.46 -4.67 -1.30 0.06
H -0.01 -3.04 -1.96 0.03
H -1.66 -3.68 -2.20 0.05
H -0.96 -2.02 2.55 0.09
H 0.93 -2.15 4.13 0.08
H 3.06 -3.20 3.43 0.10
H 3.29 -4.11 1.14 0.10
H 1.43 -3.98 -0.44 0.10
```

Output
Spin multiplicity   1
Charge   -1
LUMO energy   1.91 eV
HOMO-LUMO gap   6.4 eV

=====

Molecular formula: C47H45BN11P2Se2Tl
Method: DFT, ωB97M-V/def2-TZVPD

Structure (XYZ):
```
109
Properties=species:S:1:pos:R:3:lowdin_charge:R:1
Tl -0.08 2.81 0.64 0.93
C -1.14 3.97 4.14 -0.08
C -0.11 3.27 3.62 -0.15
C 0.38 3.98 2.42 -0.36
C -0.47 5.20 2.33 -0.16
C -1.36 5.17 3.34 -0.09
H -1.71 3.70 5.02 0.11
H 0.31 2.35 3.98 0.08
H 1.46 4.13 2.36 0.10
H -0.38 5.96 1.57 0.10
H -2.12 5.91 3.54 0.11
C 2.93 0.77 0.21 -0.02
C 2.05 0.92 -0.98 -0.31
C 2.21 0.34 -2.25 0.01
C 1.21 0.89 -3.02 -0.05
N 0.48 1.72 -2.27 0.05
N 1.00 1.73 -1.01 0.00
B -0.27 3.01 -2.79 -0.67
N -1.63 3.21 -2.09 0.04
C -2.82 3.43 -2.69 -0.02
C -3.76 3.67 -1.72 0.01
C -3.07 3.59 -0.51 -0.35
C -3.60 3.78 0.87 -0.04
N -1.80 3.31 -0.76 -0.03
N 0.69 4.18 -2.48 0.01
C 1.72 4.60 -3.25 -0.06
C 2.50 5.44 -2.49 -0.01
C 1.89 5.46 -1.23 -0.34
C 2.32 6.23 -0.03 -0.02
N 0.81 4.68 -1.22 0.07
N -0.54 2.89 -4.27 -0.03
C -0.73 3.90 -5.16 -0.08
C -1.33 3.37 -6.27 -0.01
C -1.50 2.00 -5.97 -0.35
C -2.08 0.93 -6.83 -0.03
N -1.05 1.73 -4.76 0.12
H 3.97 0.89 -0.10 0.10
H 2.71 1.50 0.97 0.06
H 2.83 -0.22 0.66 0.04
H 2.97 -0.36 -2.55 0.11
H 0.97 0.76 -4.06 0.12
H -2.91 3.38 -3.77 0.12
H -4.81 3.87 -1.87 0.11
H -4.54 3.25 1.00 0.09
H -2.90 3.44 1.63 0.02
H -3.78 4.84 1.06 0.09
H 1.81 4.28 -4.27 0.12
H 3.39 5.97 -2.81 0.11
H 3.39 6.11 0.16 0.09
H 2.13 7.29 -0.16 0.09
H 1.78 5.91 0.86 0.04
H -0.44 4.91 -4.93 0.13
H -1.60 3.89 -7.18 0.11
H -3.00 1.28 -7.32 0.08
H -1.39 0.64 -7.62 0.08
H -2.32 0.05 -6.24 0.07
Se 3.48 -3.05 4.58 0.65
P 2.05 -3.43 2.96 0.71
C 2.90 -4.09 1.52 -0.37
C 3.64 -3.21 0.73 -0.08
C 4.37 -3.69 -0.34 -0.05
C 4.37 -5.05 -0.63 -0.06
C 3.66 -5.93 0.17 -0.06
C 2.93 -5.46 1.25 -0.07
C 0.74 -4.56 3.43 -0.36
C 0.54 -4.87 4.77 -0.09
C -0.47 -5.77 5.12 -0.06
C -1.26 -6.34 4.13 -0.06
C -1.07 -6.01 2.80 -0.07
C -0.08 -5.11 2.44 -0.09
C 1.55 -1.75 2.70 -0.46
C 0.62 -0.91 2.08 -0.42
N 0.98 0.35 2.41 -0.05
N 2.04 0.31 3.19 -0.02
N 2.40 -0.94 3.38 -0.11
P -0.90 -1.08 1.15 0.65
Se -2.01 0.74 1.21 0.53
C -1.89 -2.35 1.95 -0.37
C -2.73 -3.16 1.19 -0.07
C -3.63 -4.00 1.83 -0.07
C -3.68 -4.03 3.22 -0.07
C -2.83 -3.24 3.97 -0.07
C -1.94 -2.39 3.34 -0.08
C -0.54 -1.66 -0.52 -0.35
C -1.20 -1.10 -1.61 -0.09
C -1.00 -1.63 -2.88 -0.06
C -0.15 -2.72 -3.05 -0.06
C 0.51 -3.27 -1.96 -0.06
C 0.32 -2.74 -0.70 -0.08
H 3.64 -2.15 0.96 0.09
H 4.93 -3.00 -0.96 0.11
H 4.95 -5.42 -1.47 0.11
H 3.68 -6.99 -0.04 0.11
H 2.39 -6.16 1.88 0.11
H 1.16 -4.43 5.53 0.07
H -0.62 -6.02 6.16 0.11
H -2.03 -7.05 4.41 0.12
H -1.70 -6.44 2.03 0.12
H 0.06 -4.86 1.40 0.10
H -2.69 -3.12 0.11 0.11
H -4.30 -4.62 1.24 0.11
H -4.39 -4.68 3.71 0.11
H -2.87 -3.27 5.05 0.12
H -1.30 -1.74 3.93 0.12
H -1.85 -0.25 -1.47 0.08
H -1.48 -1.17 -3.73 0.10
H 0.00 -3.13 -4.04 0.11
H 1.18 -4.11 -2.10 0.11
H 0.84 -3.17 0.14 0.07
```

Output
Spin multiplicity   2
Charge   +1
LUMO energy (spin up / spin down)   -2.60 / -4.57 eV
HOMO-LUMO gap (spin up / spin down)   7.9 / 5.9 eV